# C3HClNO2

An isolated ion of composition C3HClNO2 and charge -1 (ωB97M-V/def2-TZVPD, OMol25).

XYZ file:
```
8
Properties=species:S:1:pos:R:3:lowdin_charge:R:1
N -1.979 0.001 -0.139 0.15
O -4.330 -0.608 0.031 0.05
H 0.991 0.137 0.882 -0.03
C -0.865 0.339 0.117 -0.31
O -3.632 1.552 -0.062 0.07
C 0.324 0.793 0.531 -0.72
Cl 0.923 2.189 -0.196 0.50
C -3.690 0.383 -0.030 -0.72
```

For the HOMO energy, the calculation gives -3.230 eV. The value obtained for the gap between HOMO and LUMO is 7.0 eV. The charge is -1. For the total energy, the calculation gives -780.36681 hartree.

# C3HClNP

One molecule with the formula C3HClNP (ωB97M-V/def2-TZVPD, OMol25).

XYZ file:
```
7
Properties=species:S:1:pos:R:3:lowdin_charge:R:1
C -0.675 -1.073 0.083 -0.09
C -2.320 -1.521 0.060 -0.22
H 0.253 -1.468 -0.135 0.03
P -1.882 1.528 1.085 0.42
N -3.404 -1.989 -0.077 0.09
C -0.709 0.256 0.668 -0.40
Cl -2.748 1.849 -0.645 0.17
```

For the HOMO energy (spin up / spin down), the calculation gives -9.566 / -9.567 eV. The value obtained for the relative energy (zero: lowest compared OMol25 entry of this formula, charge and spin) is 2.189 eV. The value obtained for the gap between HOMO and LUMO (spin up / spin down) is 7.9 / 7.9 eV. For the total energy, the calculation gives -971.05948 hartree.

# C3HErFO2

C3HErFO2 as an isolated structure (ωB97M-V/def2-TZVPD, OMol25).

XYZ file:
```
8
Properties=species:S:1:pos:R:3:lowdin_charge:R:1
H -2.981 -1.127 1.399 0.28
C 3.262 -1.876 0.150 0.22
C -3.287 -0.440 0.472 0.03
F -0.829 -0.113 0.222 0.03
O 2.603 -0.962 -0.003 -0.08
C -2.059 0.369 0.574 0.38
O -3.163 -0.737 -0.702 0.33
Er 1.300 1.038 -0.479 1.81
```

Its expectation value of S² is 3.776. For the HOMO energy (spin up / spin down), the calculation gives -24.409 / -22.331 eV. As for the multiplicity: 4. The value obtained for the relative energy (zero: lowest compared OMol25 entry of this formula, charge and spin) is 0.467 eV. The value obtained for the gap between HOMO and LUMO (spin up / spin down) is 7.6 / 5.5 eV. The charge is +3. For the total energy, the calculation gives -1378.69794 hartree.

# C3HF2NO

One molecule with the formula C3HF2NO (ωB97M-V/def2-TZVPD, OMol25).

XYZ file:
```
8
Properties=species:S:1:pos:R:3:lowdin_charge:R:1
C -1.429 -0.480 -2.255 -0.09
O -1.198 -1.028 0.731 0.10
N -1.940 -1.184 -2.995 0.20
F -1.701 1.287 -0.670 0.10
F 0.264 1.115 -1.750 0.09
H 0.699 -0.696 -0.083 0.10
C -0.309 -0.549 0.045 -0.06
C -0.808 0.440 -1.246 -0.44
```

For the HOMO energy, the calculation gives -11.113 eV. The value obtained for the relative energy (zero: lowest compared OMol25 entry of this formula, charge and spin) is 0.825 eV. The value obtained for the gap between HOMO and LUMO is 10.5 eV. For the total energy, the calculation gives -444.57759 hartree.

# C3HF3O

One molecule with the formula C3HF3O (ωB97M-V/def2-TZVPD, OMol25).

XYZ file:
```
8
Properties=species:S:1:pos:R:3:lowdin_charge:R:1
C -1.418 0.178 -0.118 -0.28
H 0.670 1.621 0.185 0.13
F 2.486 -0.519 0.019 0.20
O -2.313 -0.149 -0.841 0.15
F 0.806 -1.767 -0.328 0.09
C 0.397 0.530 0.025 0.14
C 1.226 -0.479 -0.074 -0.44
F -1.854 0.584 1.134 0.02
```

For the HOMO energy, the calculation gives -11.107 eV. The value obtained for the relative energy (zero: lowest compared OMol25 entry of this formula, charge and spin) is 1.722 eV. The value obtained for the gap between HOMO and LUMO is 11.6 eV. For the total energy, the calculation gives -489.67395 hartree.

# C3HFeLiO4

C3HFeLiO4 as an isolated structure (ωB97M-V/def2-TZVPD, OMol25).

XYZ file:
```
10
Properties=species:S:1:pos:R:3:lowdin_charge:R:1
O 0.511 -0.773 0.235 0.24
O -1.340 0.122 -0.444 0.19
Fe -1.267 -3.664 0.756 1.66
C 0.696 0.801 0.229 -0.17
Li 3.083 2.440 0.102 0.92
C -0.529 1.224 -0.124 0.21
H -0.956 1.666 -1.114 0.27
O 1.829 1.239 0.481 0.12
C -0.694 -1.002 -0.145 -0.46
O -1.334 -2.051 0.026 0.03
```

Its expectation value of S² is 8.769. For the HOMO energy (spin up / spin down), the calculation gives -23.245 / -25.150 eV. As for the multiplicity: 6. The value obtained for the relative energy (zero: lowest compared OMol25 entry of this formula, charge and spin) is 0.000 eV. The value obtained for the gap between HOMO and LUMO (spin up / spin down) is 8.6 / 9.0 eV. The charge is +3. For the total energy, the calculation gives -1685.79053 hartree.

# C3HN2O4

An isolated ion of composition C3HN2O4 and charge -1 (ωB97M-V/def2-TZVPD, OMol25).

XYZ file:
```
10
Properties=species:S:1:pos:R:3:lowdin_charge:R:1
O -0.083 -1.127 -2.864 -0.02
C -0.858 -1.270 -1.909 -0.75
N -0.429 2.320 -0.677 -0.39
C 0.407 0.403 -0.276 -0.12
O -1.355 1.407 -1.277 0.06
H 1.351 -0.228 -0.107 0.13
O -0.723 3.485 -0.778 -0.01
O -1.664 -2.064 -1.531 0.02
N 0.542 1.777 -0.145 0.10
C -0.663 0.059 -1.039 -0.02
```

For the HOMO energy, the calculation gives -4.699 eV. The value obtained for the relative energy (zero: lowest compared OMol25 entry of this formula, charge and spin) is 5.108 eV. The value obtained for the gap between HOMO and LUMO is 8.8 eV. The charge is -1. For the total energy, the calculation gives -525.32382 hartree.

# C3HN4

An isolated ion of composition C3HN4 and charge +1 (ωB97M-V/def2-TZVPD, OMol25).

XYZ file:
```
8
Properties=species:S:1:pos:R:3:lowdin_charge:R:1
N 3.697 0.253 -0.075 0.30
C -1.891 -0.885 -0.013 -0.13
N -2.402 -1.901 -0.022 0.32
C 1.207 0.305 0.114 0.14
N -0.023 0.462 -0.001 0.15
H -1.859 1.163 -0.020 0.22
C 2.547 0.284 0.001 -0.14
N -1.276 0.318 0.016 0.15
```

Its expectation value of S² is 2.055. For the HOMO energy (spin up / spin down), the calculation gives -13.847 / -17.677 eV. As for the multiplicity: 3. The value obtained for the relative energy (zero: lowest compared OMol25 entry of this formula, charge and spin) is 0.000 eV. The value obtained for the gap between HOMO and LUMO (spin up / spin down) is 7.2 / 7.3 eV. The charge is +1. For the total energy, the calculation gives -333.36442 hartree.

# C3HNO2

One molecule with the formula C3HNO2 (ωB97M-V/def2-TZVPD, OMol25).

XYZ file:
```
7
Properties=species:S:1:pos:R:3:lowdin_charge:R:1
O -1.331 -0.949 -0.980 0.11
C -1.103 -0.302 0.007 -0.16
N 2.422 -0.726 0.087 0.20
O 0.069 1.784 0.098 0.15
C 0.144 0.583 0.061 -0.34
C 1.430 -0.134 0.033 -0.10
H -1.772 -0.271 0.885 0.14
```

For the HOMO energy, the calculation gives -11.027 eV. The value obtained for the relative energy (zero: lowest compared OMol25 entry of this formula, charge and spin) is 0.159 eV. The value obtained for the gap between HOMO and LUMO is 9.6 eV. For the total energy, the calculation gives -320.09344 hartree.

# C3HNO2

A 2-piece molecular cluster, C3HNO2 overall (ωB97M-V/def2-TZVPD, OMol25).

XYZ file:
```
7
Properties=species:S:1:pos:R:3:lowdin_charge:R:1
O -1.051 -0.581 1.569 0.10
C -1.041 -1.416 -0.743 -0.15
O -1.300 -1.443 -1.921 0.09
N 1.078 0.446 -0.263 0.10
C 1.509 1.379 0.233 0.00
H 1.816 2.245 0.752 0.06
C -1.012 -0.630 0.374 -0.21
```

For the HOMO energy (spin up / spin down), the calculation gives -8.551 / -8.523 eV. The value obtained for the relative energy (zero: lowest compared OMol25 entry of this formula, charge and spin) is 2.246 eV. The value obtained for the gap between HOMO and LUMO (spin up / spin down) is 7.4 / 7.3 eV. For the total energy, the calculation gives -320.01675 hartree.

# C3HNO2S2

An isolated ion of composition C3HNO2S2 and charge -2 (ωB97M-V/def2-TZVPD, OMol25).

XYZ file:
```
9
Properties=species:S:1:pos:R:3:lowdin_charge:R:1
C 0.338 -0.062 0.232 -0.51
O -2.286 1.465 -0.039 -0.06
S 1.197 -0.380 -1.667 0.28
H 2.064 0.959 0.254 0.07
S 2.727 -1.254 1.165 0.15
C 1.720 -0.200 0.279 -1.23
C -2.129 0.251 -0.136 -0.82
O -2.790 -0.682 -0.570 -0.05
N -0.842 -0.098 0.483 0.16
```

For the HOMO energy, the calculation gives -0.205 eV. The value obtained for the relative energy (zero: lowest compared OMol25 entry of this formula, charge and spin) is 0.772 eV. The value obtained for the gap between HOMO and LUMO is 6.0 eV. The charge is -2. For the total energy, the calculation gives -1116.49181 hartree.

# C3HNS

One molecule with the formula C3HNS (ωB97M-V/def2-TZVPD, OMol25).

XYZ file:
```
6
Properties=species:S:1:pos:R:3:lowdin_charge:R:1
N -0.091 1.552 -0.774 0.18
S 3.981 2.267 0.300 0.72
C 2.547 1.776 -0.019 -0.73
C 0.086 0.485 -0.196 -0.08
C 1.391 1.266 -0.131 -0.19
H -0.323 -0.460 0.090 0.11
```

For the HOMO energy, the calculation gives -8.222 eV. The value obtained for the relative energy (zero: lowest compared OMol25 entry of this formula, charge and spin) is 2.759 eV. The value obtained for the gap between HOMO and LUMO is 7.5 eV. For the total energy, the calculation gives -567.69732 hartree.

# C3HO2S2

An isolated ion of composition C3HO2S2 and charge -1 (ωB97M-V/def2-TZVPD, OMol25).

XYZ file:
```
8
Properties=species:S:1:pos:R:3:lowdin_charge:R:1
O 1.324 -1.567 1.228 -0.09
C 0.609 -0.937 0.469 -0.86
S -0.027 -1.809 -0.981 0.40
C -0.567 1.114 -0.298 -0.57
C 0.245 0.422 0.529 -0.18
O -1.021 2.195 -0.501 -0.01
S -1.246 -0.411 -1.784 0.20
H 0.683 0.992 1.338 0.11
```

For the HOMO energy, the calculation gives -3.669 eV. The value obtained for the relative energy (zero: lowest compared OMol25 entry of this formula, charge and spin) is 0.000 eV. The value obtained for the gap between HOMO and LUMO is 7.3 eV. The charge is -1. For the total energy, the calculation gives -1061.85272 hartree.

# C3HO4

A 2-piece molecular cluster, C3HO4 overall (ωB97M-V/def2-TZVPD, OMol25).

XYZ file:
```
8
Properties=species:S:1:pos:R:3:lowdin_charge:R:1
C -2.878 0.185 0.109 -0.56
H 0.226 -0.190 -0.764 -0.01
O -2.823 -0.915 0.470 0.14
C -0.333 0.548 -0.297 -0.03
O 0.219 1.048 1.108 0.00
O 0.819 2.788 -0.395 -0.02
C 0.398 1.718 0.046 -0.71
O -3.066 1.247 -0.207 0.19
```

For the HOMO energy, the calculation gives -2.858 eV. The value obtained for the relative energy (zero: lowest compared OMol25 entry of this formula, charge and spin) is 2.122 eV. The value obtained for the gap between HOMO and LUMO is 6.7 eV. The charge is -1. For the total energy, the calculation gives -415.85487 hartree.

# C3HOS

C3HOS as an isolated structure (ωB97M-V/def2-TZVPD, OMol25).

XYZ file:
```
6
Properties=species:S:1:pos:R:3:lowdin_charge:R:1
O -0.305 2.132 -0.241 -0.02
S -2.385 0.190 1.125 -0.28
C 0.315 -0.181 -0.061 -0.23
C 0.989 -1.225 -0.264 0.12
H 1.733 -1.878 -0.638 0.00
C -0.347 0.962 0.080 -0.60
```

For the HOMO energy, the calculation gives -2.829 eV. The value obtained for the relative energy (zero: lowest compared OMol25 entry of this formula, charge and spin) is 2.676 eV. The value obtained for the gap between HOMO and LUMO is 6.4 eV. The charge is -1. For the total energy, the calculation gives -588.23176 hartree.

# C3HOS4

An isolated ion of composition C3HOS4 and charge -1 (ωB97M-V/def2-TZVPD, OMol25).

XYZ file:
```
9
Properties=species:S:1:pos:R:3:lowdin_charge:R:1
S -2.402 -0.584 1.050 0.49
S 0.121 -1.818 1.448 0.39
C -0.728 -0.533 0.785 -1.18
S 2.398 0.910 -1.334 0.51
H -1.167 1.573 -1.565 0.08
O -1.149 1.287 -0.654 -0.10
C -0.168 0.410 -0.112 -0.56
S 2.036 -1.789 0.951 0.13
C 1.059 0.544 -0.568 -0.77
```

Its expectation value of S² is 2.039. For the HOMO energy (spin up / spin down), the calculation gives -2.556 / -3.722 eV. As for the multiplicity: 3. The value obtained for the gap between HOMO and LUMO (spin up / spin down) is 5.8 / 5.1 eV. The charge is -1. For the total energy, the calculation gives -1782.86693 hartree.

# C3I3NO2

C3I3NO2 as an isolated structure (ωB97M-V/def2-TZVPD, OMol25).

XYZ file:
```
9
Properties=species:S:1:pos:R:3:lowdin_charge:R:1
O 0.386 -0.409 -0.485 -0.28
C -0.651 0.494 -0.474 -1.02
O 3.627 -0.964 0.655 0.19
N 1.473 -0.122 0.247 0.09
I -3.587 1.084 -0.049 0.85
C -1.835 0.051 0.014 -1.32
I -1.622 -1.876 0.876 0.87
C 2.531 -0.651 0.473 -0.27
I -0.323 2.394 -1.256 0.89
```

For the HOMO energy, the calculation gives -9.045 eV. The value obtained for the relative energy (zero: lowest compared OMol25 entry of this formula, charge and spin) is 1.688 eV. The value obtained for the gap between HOMO and LUMO is 8.7 eV. For the total energy, the calculation gives -1212.50254 hartree.

# C3N2O2

C3N2O2 as an isolated structure (ωB97M-V/def2-TZVPD, OMol25).

XYZ file:
```
7
Properties=species:S:1:pos:R:3:lowdin_charge:R:1
O 1.413 1.249 -0.040 0.29
N -0.046 -0.736 0.019 -0.29
C -2.326 -0.574 0.040 -0.22
C 0.805 0.272 -0.010 -0.08
C -1.123 0.127 0.008 0.09
O 0.166 -1.951 0.051 0.01
N -3.277 -1.224 0.064 0.20
```

For the HOMO energy (spin up / spin down), the calculation gives -10.267 / -10.268 eV. The value obtained for the relative energy (zero: lowest compared OMol25 entry of this formula, charge and spin) is 6.285 eV. The value obtained for the gap between HOMO and LUMO (spin up / spin down) is 8.2 / 8.2 eV. For the total energy, the calculation gives -374.07473 hartree.

# C3N6

One molecule with the formula C3N6 (ωB97M-V/def2-TZVPD, OMol25).

XYZ file:
```
9
Properties=species:S:1:pos:R:3:lowdin_charge:R:1
N -1.878 -0.415 0.799 0.11
C 1.255 -0.981 0.001 -0.16
N 1.941 -1.794 -0.434 0.20
N -0.759 -0.197 1.155 0.08
N -1.939 -0.355 -0.693 -0.02
N -0.975 -0.131 -1.269 0.18
C 0.704 1.347 0.181 -0.20
N 1.023 2.429 -0.046 0.21
C 0.268 0.034 0.290 -0.39
```

For the HOMO energy, the calculation gives -10.661 eV. The value obtained for the relative energy (zero: lowest compared OMol25 entry of this formula, charge and spin) is 2.977 eV. The value obtained for the gap between HOMO and LUMO is 8.8 eV. For the total energy, the calculation gives -442.68680 hartree.

# C3NO3

An isolated ion of composition C3NO3 and charge -1 (ωB97M-V/def2-TZVPD, OMol25).

XYZ file:
```
7
Properties=species:S:1:pos:R:3:lowdin_charge:R:1
N -0.640 0.467 -0.130 0.16
O -2.951 0.062 0.005 0.13
C -1.809 0.160 -0.080 -0.36
C 1.666 0.363 -0.005 -0.14
C 0.522 -0.319 0.136 -0.61
O 2.754 0.875 -0.181 0.00
O 0.458 -1.608 0.254 -0.17
```

For the HOMO energy, the calculation gives -1.954 eV. The value obtained for the relative energy (zero: lowest compared OMol25 entry of this formula, charge and spin) is 1.459 eV. The value obtained for the gap between HOMO and LUMO is 5.8 eV. The charge is -1. For the total energy, the calculation gives -394.79023 hartree.